This record from the Open Molecules 2025 dataset describes a 2-piece molecular cluster, C6H14O overall in a non-equilibrium geometry. The level of theory is ωB97M-V with the def2-TZVPD basis set.

Properties
F_max: 0.0704 hartree/bohr
HOMO-LUMO gap: 8.6 eV
Energy relative to the best compared isomer or geometry (same formula, charge and spin): 335.6 kJ/mol
Net charge: 0
E_HOMO: -7.95 eV
SMILES string: C/C=C(\C)CC.O
Multiplicity: 1

Cartesian coordinates (Å):
C1 0.87 -2.17 0.97
C2 0.09 -0.95 0.56
C3 0.31 -0.28 -0.61
C4 1.73 0.04 -1.31
C5 -0.86 0.26 -1.34
C6 -0.65 1.44 -2.31
H1 0.41 -2.73 1.76
H2 0.85 -2.84 0.04
H3 1.84 -1.92 1.38
H4 -0.82 -0.70 1.27
H5 2.38 0.98 -1.25
H6 1.28 0.02 -2.29
H7 2.57 -0.71 -1.16
H8 -1.61 0.43 -0.62
H9 -1.59 -0.40 -2.01
H10 -0.13 2.17 -1.71
H11 -1.62 1.87 -2.70
H12 -0.07 1.12 -3.19
O1 -1.32 1.31 3.37
H13 -0.32 1.37 3.66
H14 -1.64 0.68 4.07

=====

This record from the Open Molecules 2025 dataset describes C6H14O in the gas phase. The level of theory is ωB97M-V with the def2-TZVPD basis set.

Properties
F_max: 0.0097 hartree/bohr
HOMO-LUMO gap: 10.5 eV
Energy relative to the best compared isomer or geometry (same formula, charge and spin): 80.3 kJ/mol
Net charge: 0
E_HOMO: -9.60 eV
SMILES string: COCC(C)(C)C
Multiplicity: 1

Cartesian coordinates (Å):
C1 -2.11 -0.87 -1.46
O1 -1.77 -0.80 -0.09
C2 -0.41 -1.02 0.23
C3 0.52 0.23 0.39
C4 1.65 -0.19 1.35
C5 1.19 0.69 -0.92
C6 -0.33 1.36 0.96
H1 -1.91 -1.87 -1.88
H2 -1.59 -0.11 -2.05
H3 -3.19 -0.69 -1.53
H4 0.09 -1.64 -0.51
H5 -0.46 -1.55 1.19
H6 1.26 -0.45 2.34
H7 2.39 0.62 1.48
H8 2.20 -1.06 0.97
H9 0.47 1.02 -1.68
H10 1.82 -0.09 -1.37
H11 1.85 1.55 -0.72
H12 -1.23 1.46 0.34
H13 0.20 2.31 0.98
H14 -0.66 1.11 1.98

=====

This record from the Open Molecules 2025 dataset describes C6H14O in the gas phase in a non-equilibrium geometry. The level of theory is ωB97M-V with the def2-TZVPD basis set.

Properties
F_max: 0.0674 hartree/bohr
HOMO-LUMO gap: 10.8 eV
Energy relative to the best compared isomer or geometry (same formula, charge and spin): 254.8 kJ/mol
Net charge: 0
E_HOMO: -9.73 eV
SMILES string: CCCCCOC
Multiplicity: 1

Cartesian coordinates (Å):
C1 2.39 1.37 -0.59
C2 1.60 1.58 0.89
C3 0.09 1.30 0.76
C4 -0.54 -0.05 1.15
C5 -1.12 -0.68 -0.11
O1 -1.66 -1.95 0.19
C6 -2.16 -2.58 -0.96
H1 3.36 1.86 -0.50
H2 1.93 1.79 -1.52
H3 2.58 0.31 -0.86
H4 2.09 0.88 1.57
H5 1.77 2.62 1.18
H6 -0.59 2.15 0.82
H7 0.49 1.24 -0.27
H8 -1.34 0.00 1.90
H9 0.21 -0.74 1.56
H10 -1.89 -0.02 -0.55
H11 -0.31 -0.78 -0.87
H12 -2.96 -1.99 -1.43
H13 -2.57 -3.55 -0.65
H14 -1.37 -2.76 -1.71

=====

This record from the Open Molecules 2025 dataset describes C6H14O in the gas phase. The level of theory is ωB97M-V with the def2-TZVPD basis set.

Properties
F_max: 0.0068 hartree/bohr
HOMO-LUMO gap: 11.2 eV
Energy relative to the best compared isomer or geometry (same formula, charge and spin): 17.0 kJ/mol
Net charge: 0
E_HOMO: -10.26 eV
SMILES string: CC(C)C[C@@H](C)O
Multiplicity: 1

Cartesian coordinates (Å):
C1 1.10 1.70 -0.19
C2 1.13 0.19 -0.37
C3 1.86 -0.20 -1.66
C4 -0.28 -0.43 -0.38
C5 -1.16 -0.13 0.83
C6 -2.28 -1.17 0.98
O1 -0.33 -0.14 1.99
H1 2.11 2.13 -0.22
H2 0.65 1.97 0.77
H3 0.52 2.18 -0.99
H4 1.67 -0.24 0.48
H5 2.88 0.20 -1.67
H6 1.34 0.19 -2.55
H7 1.93 -1.29 -1.77
H8 -0.18 -1.52 -0.49
H9 -0.82 -0.08 -1.28
H10 -1.62 0.87 0.71
H11 -1.82 -2.14 1.22
H12 -2.86 -1.28 0.06
H13 -2.96 -0.91 1.79
H14 -0.88 0.10 2.75

=====

This record from the Open Molecules 2025 dataset describes a 2-piece molecular cluster, C6H14O overall in a non-equilibrium geometry. The level of theory is ωB97M-V with the def2-TZVPD basis set.

Properties
F_max: 0.0868 hartree/bohr
HOMO-LUMO gap: 8.0 eV
Energy relative to the best compared isomer or geometry (same formula, charge and spin): 573.7 kJ/mol
Net charge: 0
E_HOMO: -8.50 eV
Multiplicity: 1

Cartesian coordinates (Å):
C1 -2.67 -0.02 0.09
C2 -1.28 0.43 0.62
C3 -0.27 -0.74 1.02
C4 0.99 -0.32 0.25
C5 1.67 0.93 0.48
C6 1.72 -1.36 -0.63
H1 -2.56 -0.03 -1.06
H2 -3.37 0.79 0.22
H3 -3.08 -0.96 0.44
H4 -0.73 0.80 -0.29
H5 -1.25 1.11 1.45
H6 0.04 -0.80 2.07
H7 -0.67 -1.74 0.68
H8 2.61 1.05 -0.08
H9 1.87 1.12 1.55
H10 1.11 -2.24 -0.86
H11 1.80 -0.74 -1.56
H12 2.74 -1.71 -0.41
H13 0.71 1.00 -0.38
H14 0.71 1.78 -2.06
O1 -0.09 1.64 -1.54

=====

This record from the Open Molecules 2025 dataset describes C6H14O in the gas phase in a non-equilibrium geometry. The level of theory is ωB97M-V with the def2-TZVPD basis set.

Properties
F_max: 0.0596 hartree/bohr
HOMO-LUMO gap: 11.2 eV
Energy relative to the best compared isomer or geometry (same formula, charge and spin): 100.2 kJ/mol
Net charge: 0
E_HOMO: -10.26 eV
SMILES string: CC(C)CCCO
Multiplicity: 1

Cartesian coordinates (Å):
C1 1.79 0.34 1.44
C2 0.89 0.44 0.24
C3 1.66 0.81 -1.04
C4 -0.02 -0.83 0.12
C5 -1.17 -0.79 -0.88
C6 -2.30 0.16 -0.44
O1 -3.13 -0.28 0.65
H1 2.36 1.17 1.86
H2 2.58 -0.43 1.41
H3 1.23 -0.04 2.33
H4 0.20 1.26 0.53
H5 2.68 0.43 -0.94
H6 1.58 1.89 -1.16
H7 1.21 0.33 -1.91
H8 -0.42 -1.06 1.12
H9 0.70 -1.55 -0.30
H10 -0.84 -0.55 -1.91
H11 -1.55 -1.82 -0.91
H12 -1.92 1.13 -0.14
H13 -2.97 0.20 -1.29
H14 -2.57 -0.81 1.23

=====

This record from the Open Molecules 2025 dataset describes C6H14O in the gas phase. The level of theory is ωB97M-V with the def2-TZVPD basis set.

Properties
F_max: 0.0172 hartree/bohr
HOMO-LUMO gap: 10.8 eV
Energy relative to the best compared isomer or geometry (same formula, charge and spin): 133.0 kJ/mol
Net charge: 0
E_HOMO: -9.66 eV
SMILES string: CCCCCOC
Multiplicity: 1

Cartesian coordinates (Å):
C1 -0.92 -1.03 -0.76
C2 -1.91 -0.44 0.24
C3 -1.60 1.02 0.55
C4 -0.15 1.28 1.03
C5 1.04 0.86 0.12
O1 1.57 -0.47 0.40
C6 2.39 -1.07 -0.59
H1 -1.14 -2.06 -1.02
H2 0.07 -1.07 -0.30
H3 -0.88 -0.43 -1.68
H4 -2.93 -0.53 -0.13
H5 -1.85 -1.02 1.17
H6 -1.82 1.64 -0.34
H7 -2.29 1.38 1.33
H8 -0.01 0.80 2.01
H9 -0.06 2.36 1.20
H10 0.74 1.00 -0.94
H11 1.88 1.53 0.31
H12 1.93 -1.06 -1.59
H13 2.57 -2.12 -0.33
H14 3.37 -0.58 -0.65

=====

This record from the Open Molecules 2025 dataset describes a 2-piece molecular cluster, C6H14O overall. The level of theory is ωB97M-V with the def2-TZVPD basis set.

Properties
F_max: 0.0074 hartree/bohr
HOMO-LUMO gap: 11.0 eV
Energy relative to the best compared isomer or geometry (same formula, charge and spin): 82.2 kJ/mol
Net charge: 0
E_HOMO: -9.99 eV
SMILES string: C=CCCCC.O
Multiplicity: 1

Cartesian coordinates (Å):
C1 -2.76 0.21 -1.30
C2 -1.44 0.12 -1.46
C3 -0.52 -0.79 -0.69
C4 0.71 -0.08 -0.12
C5 1.64 -1.04 0.63
C6 2.86 -0.33 1.21
H1 -3.38 0.84 -1.94
H2 -3.27 -0.38 -0.54
H3 -0.97 0.70 -2.26
H4 -1.07 -1.29 0.11
H5 -0.18 -1.58 -1.38
H6 0.38 0.72 0.56
H7 1.26 0.40 -0.94
H8 1.97 -1.84 -0.05
H9 1.09 -1.52 1.44
H10 3.51 -1.02 1.74
H11 2.56 0.46 1.91
H12 3.45 0.14 0.41
O1 -1.91 2.27 0.74
H13 -1.91 1.51 0.14
H14 -1.57 2.95 0.16

=====

This record from the Open Molecules 2025 dataset describes a 2-piece molecular cluster, C6H14O2P overall in a non-equilibrium geometry. The level of theory is ωB97M-V with the def2-TZVPD basis set.

Properties
F_max: 0.1154 hartree/bohr
HOMO-LUMO gap: 7.5 eV
Energy relative to the best compared isomer or geometry (same formula, charge and spin): 242.6 kJ/mol
Net charge: -1
E_HOMO: -3.77 eV
Multiplicity: 1

Cartesian coordinates (Å):
C1 -0.67 -0.82 -1.85
C2 -0.97 -0.48 -3.33
C3 2.00 0.76 1.97
C4 -1.52 -1.05 1.29
C5 0.45 0.44 2.05
C6 -0.14 -0.49 0.91
O1 -1.07 1.69 -0.77
O2 2.31 1.24 -0.86
P1 -0.35 0.45 -0.82
H1 -0.15 -1.71 -1.68
H2 -1.95 -0.94 -3.72
H3 -0.40 -0.97 -4.15
H4 -1.10 0.61 -3.49
H5 2.15 1.63 2.58
H6 2.52 -0.11 2.24
H7 2.18 0.94 0.80
H8 -2.02 -1.65 0.48
H9 -1.59 -1.62 2.12
H10 -2.09 -0.10 1.60
H11 -0.07 1.41 1.92
H12 0.16 0.10 3.08
H13 0.61 -1.29 0.64
H14 1.71 1.96 -1.01

=====

This record from the Open Molecules 2025 dataset describes a 2-piece molecular cluster, C6H14O4 overall. The level of theory is ωB97M-V with the def2-TZVPD basis set.

Properties
F_max: 0.0086 hartree/bohr
HOMO-LUMO gap: 8.5 eV
Energy relative to the best compared isomer or geometry (same formula, charge and spin): 415.7 kJ/mol
Net charge: 0
E_HOMO: -8.59 eV
Multiplicity: 1

Cartesian coordinates (Å):
C1 -1.10 1.43 0.17
C2 -0.39 -1.76 0.80
C3 -0.44 1.65 -1.07
C4 -2.36 0.65 0.30
O1 0.04 -0.44 1.09
O2 -0.67 2.14 1.19
H1 -0.94 1.73 2.02
H2 0.37 -2.47 1.12
H3 -1.31 -1.96 1.35
H4 -0.57 -1.91 -0.27
H5 0.04 2.62 -1.14
H6 0.49 0.90 -0.99
H7 -1.04 1.38 -1.95
H8 -2.50 0.27 1.30
H9 -3.19 1.33 0.04
H10 -2.37 -0.18 -0.41
C5 2.08 -0.97 -1.47
C6 1.60 -0.26 0.95
O3 1.72 0.10 -0.62
O4 2.27 -1.22 1.30
H11 1.71 0.75 1.36
H12 2.62 -1.73 -0.89
H13 1.20 -1.45 -1.93
H14 2.73 -0.60 -2.26